(1)
Formula: C9H14
Source: the Open Molecules 2025 dataset
Level of theory: wB97M-V/def2-TZVPD

```
23
Properties=species:S:1:pos:R:3
C 1.83069 -1.34799 -2.13346
C -2.68298 -0.43620 2.01252
C 0.29591 1.54799 -0.33263
C -0.59778 0.93980 1.78362
C -1.74647 0.26633 -0.21384
C -1.67178 0.30309 1.17846
C 0.36685 1.61686 1.04814
C 2.60912 -1.04470 -0.87126
C -0.80398 0.96772 -0.95267
H -2.61863 -0.16396 -0.69043
H 2.84737 -1.90047 -0.24295
H 2.32784 -2.05215 -2.80369
H -2.98464 0.13036 2.89479
H -0.95503 1.17830 -2.00775
H 0.86614 -1.80182 -1.89808
H 2.06000 -0.34043 -0.24343
H -3.58627 -0.64151 1.44149
H -2.31081 -1.40296 2.35550
H 3.51427 -0.45335 -1.06672
H 1.24204 1.98257 1.57466
H 0.91240 2.13402 -1.00474
H -0.57055 0.94669 2.86931
H 1.65631 -0.42817 -2.69685
```

Properties
net charge	0
F_max	1.5	eV/Å
E_LUMO	1.0	eV
DFT total energy	-9559.86979	eV
SMILES	Cc1ccccc1.CC

---

(2)
Formula: C9H14
Source: the Open Molecules 2025 dataset
Level of theory: wB97M-V/def2-TZVPD

```
23
Properties=species:S:1:pos:R:3
C 1.10259 -3.10004 -0.14100
C -0.71396 0.53636 1.02930
C 0.38556 1.85921 -1.24229
C -1.36146 -0.30454 2.12120
C -1.00515 1.66097 -1.11475
C 1.20784 1.35649 -0.25950
C -1.58323 1.02221 0.05295
C 0.99805 -2.08653 -1.24759
C 0.63036 0.67602 0.78247
H 1.97739 -1.65490 -1.56056
H 0.20851 -3.67745 0.08005
H 0.40136 -1.23706 -0.95735
H 0.68473 2.45891 -2.15577
H 2.25933 1.48119 -0.27743
H -1.40728 -1.31559 1.67348
H -1.64540 2.08258 -1.75315
H -0.72155 -0.24962 2.99742
H 1.34074 0.22697 1.38864
H 0.49769 -2.63051 -2.06469
H 1.83354 -3.79053 -0.31448
H -2.65340 0.98165 -0.05643
H -2.24586 0.06525 2.43341
H 1.50649 -2.46171 0.68207
```

Properties
net charge	0
F_max	5.3	eV/Å
E_LUMO	1.1	eV
DFT total energy	-9558.85217	eV
SMILES	Cc1ccccc1.CC

---

(3)
Formula: C9H14
Source: the Open Molecules 2025 dataset
Level of theory: wB97M-V/def2-TZVPD

```
23
Properties=species:S:1:pos:R:3
C 0.60152 -1.72752 0.31557
C -1.14350 2.21119 -3.02126
C -0.69349 1.46832 -1.75020
C 1.86113 -1.28850 0.66910
C -0.28856 0.39138 0.97586
C -0.51167 -0.93454 0.64908
C 2.06542 -0.04317 1.26336
C 0.97558 0.80526 1.37812
C -1.84992 -1.60679 0.83221
H -2.66821 -0.90969 0.64116
H -1.95078 -2.40166 0.09207
H -1.02176 0.42870 -1.73498
H 0.38680 1.48381 -1.65438
H 0.36038 -2.74807 0.04176
H -1.85482 2.98933 -2.75247
H -1.14970 1.84635 -0.84026
H 1.06093 1.83968 1.68658
H -1.59568 1.54918 -3.75135
H -0.29740 2.73060 -3.46483
H -1.19603 0.93088 1.23038
H -1.91138 -2.01729 1.83336
H 3.01887 0.30840 1.63030
H 2.76004 -1.86165 0.46869
```

Properties
net charge	0
F_max	1.9	eV/Å
E_LUMO	1.0	eV
DFT total energy	-9559.44960	eV
SMILES	Cc1ccccc1.CC